1.
12
Properties=species:S:1:pos:R:3:forces:R:3 method="wB97M-V/def2-TZVPD" total_charge=-1
C 1.129003 -0.040331 -1.219911 -0.27 1.32 -0.48
C -1.176683 -1.319385 0.554032 -2.89 1.39 2.60
C 0.383589 1.782067 0.150474 1.23 1.22 -0.62
N 1.536155 -0.722019 -2.059351 1.11 -1.12 -1.04
N -2.023820 -0.782611 1.176381 1.72 -1.12 -1.67
N -0.191674 -2.074559 0.089058 2.97 0.74 1.49
N 0.410591 0.532266 -0.339776 -0.91 0.55 1.57
O -0.590845 2.034841 1.027549 -0.80 0.50 0.84
O 1.108435 2.747532 -0.067692 0.37 -0.70 -0.48
H -1.228544 1.333329 1.136354 -0.19 -0.99 -0.18
H 0.729688 -1.553849 0.442848 -2.36 -1.62 -0.71
H -0.085896 -1.937280 -0.889965 0.04 -0.17 -1.31

2.
11
Properties=species:S:1:pos:R:3:forces:R:3 method="wB97M-V/def2-TZVPD" total_charge=+1 spin_multiplicity=3 s2=2.027
C -2.706089 -0.917585 -0.044995 -1.44 3.64 0.34
C -1.820476 0.962696 -0.105258 -4.84 -1.19 -0.06
C -0.047870 -0.608691 -0.096467 1.21 -1.67 -0.09
N -3.856860 -0.365853 0.097675 1.64 -2.12 -0.73
N -2.944951 1.579046 -0.086558 3.40 0.25 -1.17
N -4.001418 0.873907 -0.095882 -2.51 0.73 1.01
N -0.584332 0.747112 -0.012640 4.87 2.01 1.68
S -1.447721 -1.876118 0.146017 1.33 -1.48 -0.35
H 0.609830 -1.010141 -1.030059 -1.87 1.59 1.87
H 0.535834 -0.782576 0.832022 0.03 0.23 -0.73
H 0.054216 1.465688 0.576651 -1.82 -1.99 -1.77

It is found that the electronic energy values, taken in the order of the records, are -485.69173; -732.78497 Ha.
It is found that the ΔE to the lowest compared entry with this formula, charge and spin values, taken in the order of the records, are 0.1095; 0.0991 eV.